[1]
40
Properties=species:S:1:pos:R:3:mulliken_charge:R:1 method="wB97M-V/def2-TZVPD" total_charge=0 gap_ev=10.5 e_above_lowest_ev=1.105 max_force_ev_per_a=1.3 e_tot_ev=-208913.7110 e_lumo_ha=0.0003
C -3.25 3.67 0.85 -0.402
Cl -2.23 2.63 -0.19 -0.009
Cl -4.92 3.15 0.74 -0.144
H -2.92 3.47 1.86 0.281
H -3.22 4.67 0.41 0.293
C 3.98 2.11 0.64 0.162
Cl 4.56 3.78 0.39 -0.175
Cl 5.14 0.80 0.23 -0.157
H 3.71 2.09 1.69 0.265
H 3.06 1.99 0.05 -0.094
C -3.46 1.69 -3.73 -0.340
Cl -4.86 0.68 -3.92 -0.154
Cl -2.24 0.76 -2.84 -0.040
H -3.07 2.07 -4.67 0.330
H -3.82 2.56 -3.19 0.221
C 0.69 3.08 -2.72 0.014
Cl 1.52 1.56 -2.93 -0.128
Cl 1.13 3.93 -1.23 -0.133
H 0.97 3.69 -3.58 0.337
H -0.39 2.97 -2.83 -0.080
C -3.08 -2.67 2.63 0.109
Cl -4.55 -3.27 1.89 -0.160
Cl -2.04 -4.10 2.94 -0.135
H -2.56 -2.00 1.95 -0.114
H -3.44 -2.10 3.48 0.295
C -0.21 -0.26 -0.04 0.321
Cl 1.36 -0.17 0.81 -0.097
Cl -0.69 -1.96 -0.26 -0.168
H -0.93 0.33 0.53 0.135
H -0.07 0.10 -1.06 -0.233
C 4.06 -1.89 2.47 -0.065
Cl 3.03 -3.33 2.87 -0.146
Cl 4.00 -0.78 3.80 -0.151
H 5.13 -2.03 2.35 0.334
H 3.73 -1.49 1.51 0.024
C 1.09 -5.05 -0.21 0.163
Cl 1.36 -6.09 1.14 -0.157
Cl 2.48 -5.12 -1.36 -0.172
H 0.13 -5.38 -0.60 0.275
H 0.85 -4.06 0.18 -0.107

***

[2]
46
Properties=species:S:1:pos:R:3:mulliken_charge:R:1 method="wB97M-V/def2-TZVPD" total_charge=+1 gap_ev=7.5 max_force_ev_per_a=8.0 e_tot_ev=-54874.3007 e_lumo_ha=-0.1774
C -2.04 -1.01 0.23 -0.168
C -2.77 0.04 0.58 -0.248
N -3.75 1.16 0.79 -0.058
C -5.06 0.88 0.59 0.552
N -5.35 -0.52 0.20 -0.283
C -6.83 -0.43 0.10 0.113
P -7.75 -2.05 -0.36 0.352
O -7.72 -2.36 -1.88 -0.555
N -7.36 0.90 0.38 -0.092
N -6.27 1.69 0.69 0.062
Cl -6.31 3.34 1.14 0.102
H -1.62 -1.93 -0.33 0.360
H -3.47 2.12 1.05 0.274
H -7.07 -3.11 0.35 0.168
H -9.11 -1.86 0.13 0.136
H -8.35 1.19 0.35 0.288
C 3.53 1.58 -3.48 -1.214
C 3.04 1.23 -2.09 -0.033
O 2.02 2.14 -1.66 -0.360
C 0.79 1.91 -2.16 0.769
O 0.48 1.01 -2.90 -0.560
O -0.03 2.88 -1.69 -0.331
C -1.36 2.80 -2.21 -0.579
H 3.85 2.62 -3.52 0.311
H 4.38 0.94 -3.76 0.368
H 2.74 1.45 -4.22 0.322
H 3.86 1.32 -1.37 0.235
H 2.68 0.19 -2.03 0.318
H -1.79 1.80 -2.05 0.233
H -1.37 3.06 -3.27 0.306
H -1.98 3.52 -1.67 0.211
C 5.19 -3.94 3.05 -1.091
C 5.08 -3.43 1.62 -0.175
O 4.12 -2.38 1.52 -0.328
C 4.55 -1.16 1.92 0.702
O 5.66 -0.90 2.33 -0.543
O 3.52 -0.30 1.80 -0.274
C 3.82 1.02 2.26 -0.690
H 4.20 -4.21 3.43 0.289
H 5.85 -4.81 3.10 0.357
H 5.58 -3.16 3.71 0.305
H 4.73 -4.24 0.97 0.287
H 6.05 -3.11 1.23 0.307
H 4.73 1.41 1.79 0.314
H 3.93 1.02 3.35 0.342
H 2.99 1.67 1.99 0.197

***

[3]
11
Properties=species:S:1:pos:R:3:mulliken_charge:R:1 method="wB97M-V/def2-TZVPD" total_charge=0 gap_ev="8.1 / 8.0" e_above_lowest_ev=4.573 max_force_ev_per_a=5.5 e_tot_ev=-23760.6077 e_lumo_ha="-0.0480 / -0.0603"
C -0.08 -0.20 0.14 -0.669
C 2.74 -0.05 0.07 0.109
N 1.42 -0.65 0.02 0.464
N 3.02 1.33 -0.05 0.937
O 1.47 -1.90 0.00 -0.519
O 1.96 2.00 0.00 -0.610
O 4.16 1.68 -0.02 -0.542
Cl 4.13 -1.13 0.05 -0.081
H -0.25 0.74 -0.10 0.373
H -0.53 -0.79 -0.77 0.284
H -0.44 -0.56 1.15 0.253

***

[4]
16
Properties=species:S:1:pos:R:3:mulliken_charge:R:1 method="wB97M-V/def2-TZVPD" total_charge=0 gap_ev=10.2 e_above_lowest_ev=3.574 max_force_ev_per_a=0.4 e_tot_ev=-7391.1915 e_lumo_ha=0.0264
C 1.59 0.39 -0.96 -1.179
C 0.76 0.92 0.21 -0.280
C 0.77 -0.06 1.35 0.022
O -0.26 0.11 2.38 -0.216
C -0.37 -0.97 1.68 -0.356
C -2.19 -0.79 -1.03 -0.872
H 2.62 0.19 -0.67 0.370
H 1.62 1.12 -1.78 0.323
H 1.17 -0.54 -1.35 0.292
H 1.18 1.88 0.56 0.281
H -0.27 1.11 -0.10 0.234
H 1.74 -0.31 1.79 0.414
H -1.79 -1.22 -0.11 0.184
H -1.39 -0.70 -1.77 0.191
H -2.62 0.20 -0.83 0.260
H -2.97 -1.45 -1.42 0.331

***

[5]
10
Properties=species:S:1:pos:R:3:mulliken_charge:R:1 method="wB97M-V/def2-TZVPD" total_charge=0 gap_ev=10.9 e_above_lowest_ev=0.589 max_force_ev_per_a=0.5 e_tot_ev=-9214.6336 e_lumo_ha=0.0308
N -0.90 0.54 1.68 -0.346
C 0.14 0.34 0.83 0.557
O 1.28 0.69 1.07 -0.608
N -0.30 -0.31 -0.36 -0.503
C 0.61 -0.37 -1.25 0.168
O 0.39 -0.93 -2.44 -0.464
H -0.72 0.97 2.57 0.240
H -1.83 0.23 1.43 0.222
H -0.53 -1.23 -2.43 0.363
H 1.62 0.03 -1.14 0.371

***

[6]
17
Properties=species:S:1:pos:R:3:mulliken_charge:R:1 method="wB97M-V/def2-TZVPD" total_charge=+1 gap_ev=8.9 e_above_lowest_ev=0.000 max_force_ev_per_a=4.9 e_tot_ev=-59364.4005 e_lumo_ha=-0.2019
C -2.36 -0.27 -0.11 0.376
C -1.80 1.02 0.05 -0.031
C -1.48 -1.32 0.16 0.362
C -0.43 1.04 0.32 0.508
C 2.07 -0.10 -0.81 -1.064
C 1.69 -0.07 0.71 -0.478
N -0.27 -1.19 0.64 -0.794
N 0.31 -0.04 0.70 0.662
Cl -3.91 -0.56 -0.50 -0.080
Cl -2.63 2.45 -0.28 -0.080
Cl -2.08 -2.88 -0.05 -0.094
Cl 0.37 2.51 0.26 -0.057
H 1.57 -0.94 -1.31 0.331
H 3.10 -0.20 -0.86 0.400
H 1.64 0.72 -1.29 0.385
H 2.20 0.81 1.17 0.312
H 2.04 -0.98 1.20 0.342

***

[7]
19
Properties=species:S:1:pos:R:3:mulliken_charge:R:1 method="wB97M-V/def2-TZVPD" total_charge=0 gap_ev=10.4 e_above_lowest_ev=2.163 max_force_ev_per_a=5.5 e_tot_ev=-7894.4981 e_lumo_ha=0.0345
C 0.36 0.48 -1.64 -1.434
C -0.69 0.25 -0.41 0.406
C -0.42 0.96 1.01 -0.540
C 0.56 2.16 0.70 -1.232
N -0.73 -1.16 0.07 -0.623
H -0.06 -0.22 -2.26 0.521
H 1.46 0.03 -1.30 0.227
H 0.41 1.53 -1.97 0.334
H -1.68 0.44 -0.96 0.256
H -0.08 0.36 1.88 0.320
H -1.53 1.22 1.30 0.246
H 0.91 2.78 1.56 0.354
H 0.12 3.01 0.27 0.369
H 1.44 1.84 0.16 0.300
H -1.22 -1.33 0.93 0.255
H -1.03 -1.75 -0.76 0.267
H 0.13 -3.09 0.60 0.348
H 1.46 -3.57 0.34 0.315
O 0.59 -3.95 0.49 -0.689

***

[8]
53
Properties=species:S:1:pos:R:3:mulliken_charge:R:1 method="wB97M-V/def2-TZVPD" total_charge=0 gap_ev=8.7 e_above_lowest_ev=1.869 max_force_ev_per_a=1.4 e_tot_ev=-50742.5894 e_lumo_ha=-0.0221
C -3.17 -4.56 -0.55 -1.054
N -2.36 -3.51 -1.11 0.305
S -0.79 -3.34 -0.56 1.330
O -0.71 -3.92 0.75 -0.751
O 0.17 -3.74 -1.55 -0.718
C -0.73 -1.55 -0.40 -0.379
C -1.54 -0.94 0.53 -0.385
C -1.54 0.43 0.64 -1.124
C -0.72 1.20 -0.19 0.928
C 0.10 0.58 -1.12 -0.228
C 0.09 -0.81 -1.22 -0.487
H 0.73 -1.32 -1.93 0.531
H 0.76 1.14 -1.76 0.455
O -0.80 2.55 0.00 -0.567
C -0.07 3.39 -0.87 -0.614
C 1.45 3.35 -0.64 0.564
O 2.23 3.61 -1.53 -0.644
N 1.76 3.03 0.64 -0.031
C 3.02 2.91 1.22 0.600
C 3.08 2.58 2.57 -0.320
C 4.31 2.46 3.19 -0.282
C 5.50 2.64 2.50 -0.511
C 5.43 2.96 1.15 -0.642
C 4.21 3.09 0.51 -0.466
H 4.16 3.35 -0.53 0.531
H 6.34 3.11 0.59 0.394
H 6.44 2.54 3.01 0.483
N 4.35 2.13 4.60 1.042
O 3.29 2.00 5.18 -0.617
O 5.44 2.02 5.12 -0.622
H 2.18 2.43 3.15 0.481
H 0.98 2.85 1.25 0.161
H -0.28 3.18 -1.92 0.407
H -0.42 4.41 -0.64 0.355
H -2.17 0.94 1.36 0.493
H -2.17 -1.56 1.16 0.402
C -2.54 -3.23 -2.52 -1.197
C -3.80 -2.44 -2.73 0.336
C -3.87 -1.12 -2.31 0.162
C -5.04 -0.39 -2.45 -0.732
C -6.16 -0.98 -3.03 -0.380
C -6.10 -2.30 -3.45 -0.619
C -4.93 -3.02 -3.30 -0.403
H -4.89 -4.05 -3.63 0.376
H -6.96 -2.76 -3.90 0.379
H -7.07 -0.42 -3.15 0.383
H -5.08 0.63 -2.12 0.403
H -3.00 -0.66 -1.86 0.296
H -2.57 -4.17 -3.09 0.464
H -1.67 -2.66 -2.84 0.499
H -2.81 -4.74 0.46 0.363
H -3.08 -5.49 -1.13 0.324
H -4.21 -4.25 -0.53 0.328

***

[9]
118
Properties=species:S:1:pos:R:3:mulliken_spin:R:1 method="wB97M-V/def2-TZVPD" total_charge=+2 gap_ev="5.1 / 4.2" e_above_lowest_ev=1.938 max_force_ev_per_a=1.0 s2=6.06 spin_multiplicity=5 e_tot_ev=-105073.2714 e_lumo_ha="-0.2226 / -0.3022"
Pd 0.24 0.44 0.96 1.308
C 2.61 -2.11 -3.57 -0.017
N 2.11 -2.00 -2.21 0.103
C 1.71 -0.77 -1.64 -0.043
N 1.44 -1.01 -0.29 0.251
C 1.75 -2.29 -0.04 0.090
C 2.22 -2.92 -1.22 0.226
C 2.73 -4.27 -1.39 0.038
C 2.35 -5.04 -2.49 0.045
C 2.84 -6.33 -2.63 -0.020
C 3.71 -6.85 -1.68 0.041
C 4.08 -6.09 -0.59 -0.019
C 3.59 -4.80 -0.44 0.068
C 1.47 -2.97 1.23 -0.014
C 0.83 -4.21 1.22 0.038
C 0.52 -4.83 2.42 -0.002
C 0.85 -4.23 3.62 0.012
C 1.49 -3.00 3.64 -0.035
C 1.79 -2.37 2.44 -0.014
P 0.48 0.16 -2.67 0.054
C 0.36 1.74 -1.83 -0.018
N -0.15 1.93 -0.62 0.081
C -0.21 3.28 -0.42 0.028
C 0.29 3.93 -1.53 -0.002
N 0.64 2.93 -2.42 0.008
C 1.21 3.14 -3.73 0.002
C 0.46 5.36 -1.82 0.001
C 1.73 5.88 -2.07 0.000
C 1.88 7.23 -2.31 0.000
C 0.78 8.07 -2.29 0.000
C -0.48 7.56 -2.04 0.000
C -0.65 6.20 -1.80 0.000
C -0.81 3.82 0.81 0.050
C -0.37 5.01 1.38 -0.007
C -0.98 5.49 2.53 0.003
C -2.02 4.79 3.12 0.004
C -2.45 3.60 2.57 0.002
C -1.85 3.11 1.42 0.047
C -1.09 -0.58 -1.98 0.085
N -1.39 -0.79 -0.73 0.000
C -2.68 -1.30 -0.68 0.047
C -3.16 -1.38 -2.02 0.160
N -2.16 -0.96 -2.80 0.056
C -2.20 -0.85 -4.25 0.000
C -4.46 -1.78 -2.57 0.043
C -5.58 -0.96 -2.37 0.036
C -6.79 -1.32 -2.93 -0.003
C -6.90 -2.49 -3.67 0.008
C -5.80 -3.31 -3.86 -0.001
C -4.57 -2.95 -3.32 0.016
C -3.29 -1.60 0.56 0.096
C -4.63 -2.00 0.65 0.077
C -5.30 -2.16 1.87 0.037
C -4.69 -1.93 3.06 0.206
C -3.30 -1.46 3.10 0.014
C -2.55 -1.37 1.84 0.088
H 3.09 -1.17 -3.84 0.000
H 1.79 -2.32 -4.27 0.003
H 3.34 -2.91 -3.62 0.007
H 1.65 -4.65 -3.22 0.000
H 2.54 -6.93 -3.48 0.000
H 4.09 -7.86 -1.80 0.002
H 4.76 -6.50 0.15 0.000
H 3.90 -4.21 0.41 0.004
H 0.58 -4.69 0.28 0.006
H 0.03 -5.80 2.41 0.000
H 0.61 -4.73 4.55 0.000
H 1.76 -2.53 4.57 0.001
H 2.30 -1.42 2.45 0.086
H 0.91 4.12 -4.10 0.000
H 0.84 2.37 -4.41 -0.001
H 2.30 3.08 -3.68 0.000
H 2.60 5.23 -2.06 0.001
H 2.87 7.64 -2.51 0.000
H 0.90 9.13 -2.48 0.000
H -1.34 8.21 -2.03 0.000
H -1.63 5.80 -1.60 0.000
H 0.45 5.56 0.94 0.000
H -0.63 6.42 2.97 0.000
H -2.49 5.18 4.01 0.000
H -3.26 3.04 3.03 0.000
H -2.21 2.19 0.97 -0.034
H -3.21 -0.62 -4.56 0.004
H -1.88 -1.79 -4.70 0.001
H -1.53 -0.05 -4.56 -0.005
H -5.48 -0.05 -1.80 -0.001
H -7.66 -0.68 -2.79 0.000
H -7.86 -2.77 -4.09 0.000
H -5.89 -4.22 -4.43 0.000
H -3.71 -3.59 -3.46 -0.002
H -5.17 -2.19 -0.27 0.019
H -6.33 -2.50 1.85 0.010
H -5.20 -2.13 3.99 -0.002
H -2.72 -1.64 4.00 0.001
H -0.77 -1.40 1.11 -0.133
O -1.23 -1.69 1.92 0.031
O -3.00 -0.19 2.47 0.046
Cl 3.21 0.49 -1.76 0.182
C 2.41 3.11 1.78 0.109
Si 1.69 1.59 2.63 0.207
C 0.41 2.02 3.96 0.100
C 3.18 0.72 3.37 0.065
C 4.13 0.09 2.56 -0.001
C 5.29 -0.45 3.08 -0.003
C 5.54 -0.37 4.44 0.014
C 4.63 0.27 5.26 -0.004
C 3.46 0.80 4.73 0.037
H 2.52 3.88 2.54 0.010
H 1.87 3.54 0.94 -0.063
H 3.42 2.85 1.43 0.006
H 0.41 3.10 4.15 0.017
H 0.65 1.50 4.89 0.014
H -0.61 1.75 3.69 -0.021
H 3.98 0.06 1.48 0.009
H 6.01 -0.92 2.42 0.000
H 6.45 -0.79 4.86 0.001
H 4.82 0.35 6.33 0.000
H 2.78 1.30 5.40 0.002

***

[10]
8
Properties=species:S:1:pos:R:3:mulliken_charge:R:1 method="wB97M-V/def2-TZVPD" total_charge=0 gap_ev="9.9 / 9.7" e_above_lowest_ev=5.313 max_force_ev_per_a=3.2 e_tot_ev=-5113.6476 e_lumo_ha="-0.0097 / -0.0111"
C 0.47 -0.44 -0.66 -0.157
C -0.49 0.42 0.69 -0.107
N 0.88 0.64 0.32 -0.387
N -0.96 -0.67 -0.23 -0.384
H 0.58 -0.13 -1.68 0.269
H 0.91 -1.41 -0.46 0.222
H -0.39 0.25 1.70 0.312
H -1.01 1.33 0.33 0.233

***

[11]
96
Properties=species:S:1:pos:R:3:mulliken_spin:R:1 method="wB97M-V/def2-TZVPD" total_charge=+1 gap_ev="5.4 / 5.4" e_above_lowest_ev=0.896 max_force_ev_per_a=0.7 s2=0.76 spin_multiplicity=2 e_tot_ev=-124573.1406 e_lumo_ha="-0.1173 / -0.1173"
Ru 0.14 -1.25 -1.51 0.927
C -1.45 -8.25 0.01 0.000
C -0.53 -7.16 -0.49 -0.001
C -0.38 -5.98 0.22 -0.002
C 0.49 -4.99 -0.21 0.010
C 1.21 -5.18 -1.37 0.002
C 1.08 -6.36 -2.10 -0.003
C 0.21 -7.34 -1.65 0.000
S 2.38 -3.97 -1.92 0.000
O 3.18 -3.63 -0.79 0.004
O 3.01 -4.49 -3.11 0.001
N 1.46 -2.68 -2.35 0.017
C 1.55 -2.05 -3.57 -0.013
C 2.21 -2.33 -4.78 0.003
C 2.00 -1.47 -5.83 -0.002
C 1.16 -0.36 -5.73 0.003
C 0.54 -0.15 -4.51 -0.001
N 0.75 -0.97 -3.49 -0.012
H -2.15 -7.87 0.75 0.000
H -0.87 -9.05 0.47 0.000
H -2.02 -8.68 -0.81 0.000
H -0.95 -5.81 1.13 0.000
H 0.59 -4.07 0.36 -0.005
H 1.66 -6.50 -3.00 0.000
H 0.12 -8.26 -2.21 0.000
H 2.87 -3.18 -4.86 0.000
H 2.50 -1.66 -6.77 0.000
H 1.00 0.31 -6.56 0.000
H -0.14 0.68 -4.33 0.000
Cl 2.57 -0.73 -0.24 0.036
C 2.32 -1.63 1.24 -0.003
C 3.46 -1.94 1.95 0.002
C 3.34 -2.60 3.17 -0.002
C 2.08 -2.93 3.64 0.001
C 0.96 -2.61 2.89 0.002
Cl -0.58 -3.07 3.53 0.000
C 1.03 -1.96 1.65 0.012
S -0.45 -1.67 0.76 -0.012
H 4.43 -1.70 1.54 0.000
H 4.22 -2.87 3.73 0.000
H 1.96 -3.44 4.58 0.000
F 2.42 2.93 3.45 0.000
C 1.34 3.22 2.69 -0.003
C 1.10 2.47 1.57 0.002
C -0.05 2.71 0.81 -0.005
C -0.32 1.85 -0.34 -0.003
O 0.52 1.05 -0.73 0.033
C -1.61 2.03 -0.94 -0.011
C -2.40 3.06 -0.55 0.008
N -2.09 3.92 0.45 0.002
C -3.04 4.94 0.82 0.000
C -2.66 6.39 0.63 0.000
C -3.67 5.75 -0.28 0.000
C -0.94 3.72 1.20 0.003
C -0.66 4.49 2.33 0.001
C 0.48 4.25 3.09 0.005
N 0.70 5.05 4.24 -0.001
C 2.04 5.21 4.79 0.000
C 1.98 6.35 5.82 0.000
N 0.79 7.20 5.51 0.000
C -0.49 6.45 5.80 0.000
C -0.30 5.02 5.30 0.000
C -2.08 1.09 -2.01 0.004
O -2.88 1.47 -2.86 0.001
O -1.65 -0.11 -1.92 0.020
H 1.76 1.67 1.28 0.000
H -3.34 3.23 -1.06 0.001
H -3.66 4.69 1.67 0.000
H -1.68 6.57 0.21 0.000
H -3.00 7.10 1.36 0.000
H -3.36 5.54 -1.29 0.000
H -4.71 6.02 -0.16 0.000
H -1.32 5.30 2.62 0.000
H 2.72 5.47 3.98 0.000
H 2.43 4.32 5.29 0.000
H 2.87 6.98 5.79 0.000
H 1.84 5.99 6.84 0.000
H 0.80 7.40 4.50 0.000
H 0.81 8.09 6.01 0.000
H -1.29 6.98 5.27 0.000
H -0.67 6.51 6.87 0.000
H -1.24 4.63 4.93 0.000
H 0.01 4.36 6.13 0.000
C -0.88 -4.84 -4.36 0.003
N -1.58 -3.57 -4.51 0.000
C -2.05 -3.04 -5.70 -0.001
C -2.58 -1.83 -5.41 -0.001
N -2.43 -1.65 -4.06 -0.004
C -1.82 -2.70 -3.51 0.005
S -1.44 -2.93 -1.84 -0.026
H -0.94 -5.38 -5.29 0.000
H -1.32 -5.42 -3.56 0.001
H 0.17 -4.65 -4.12 -0.004
H -1.97 -3.57 -6.62 0.000
H -3.04 -1.09 -6.04 0.000
H -2.62 -0.82 -3.49 0.003